No. 1
Here is C53H43I4N8O2PTi as an isolated structure in a non-equilibrium geometry from the Open Molecules 2025 dataset. Energies are from ωB97M-V with the def2-TZVPD basis set.

```
112
Properties=species:S:1:pos:R:3:forces:R:3
Ti 0.35649 -0.23986 0.20825 0.0108 0.1006 -0.2559
I -7.98210 0.21968 5.09858 0.4562 -0.0313 -0.1874
C -6.03330 0.05488 4.28252 -0.4571 0.0462 0.2290
C -5.85866 0.12660 2.91146 -0.3296 0.0249 0.1253
C -4.59219 0.00461 2.38359 0.3564 0.0796 0.0897
C -3.46509 -0.19356 3.19833 -0.6534 0.1126 0.2572
C -3.68308 -0.25886 4.58017 0.2814 -0.0515 -0.2552
C -4.94906 -0.14000 5.11978 -0.2167 0.0260 0.0900
C -2.18064 -0.41867 2.54974 0.5654 -0.6160 -0.6836
C -2.16779 -1.38456 1.51662 -0.1844 0.2467 0.6887
C -3.06099 -2.49216 1.56883 -0.0857 -0.3386 -0.2674
C -2.51856 -3.47909 0.79899 -0.2301 0.2137 0.3282
C -1.36440 -2.91881 0.18852 0.3121 -0.3413 -0.4002
C -0.63406 -3.51299 -0.84808 -0.1438 0.7692 0.0887
C -0.68418 -4.95562 -1.13844 -0.0067 -0.4287 0.0263
C -1.84195 -5.68502 -1.40193 0.0536 0.2031 -0.0240
C -1.78613 -7.03921 -1.68328 -0.0655 -0.2241 -0.0338
C -0.56412 -7.68615 -1.70365 0.0343 -0.5037 -0.1228
I -0.46673 -9.76284 -2.12094 -0.0509 0.5000 0.0891
C 0.60555 -6.98689 -1.46363 0.0798 -0.1846 -0.0269
C 0.53636 -5.63800 -1.18299 -0.1481 0.1648 0.0423
C 0.13203 -2.74152 -1.72554 -0.2383 -0.4151 0.0681
N 0.62437 -1.47218 -1.53132 0.0534 -0.1095 -0.6050
C 1.20893 -1.13676 -2.73045 0.1289 -0.0104 -0.0312
C 2.18373 -0.13841 -2.92510 -0.0218 0.3436 0.5447
C 2.88877 -0.09060 -4.21416 0.2023 0.0315 -0.2099
C 3.48796 -1.23055 -4.75551 0.1085 0.2230 0.1062
C 4.04197 -1.21392 -6.01968 0.0722 -0.0912 -0.1711
C 4.01747 -0.04199 -6.75473 0.2238 0.0692 -0.5584
I 4.78977 -0.02569 -8.73099 -0.1567 -0.0076 0.4732
C 3.48729 1.11973 -6.22426 0.0961 0.0445 -0.2410
C 2.93047 1.08880 -4.95937 -0.0276 -0.1516 0.1595
C 2.53608 0.72592 -1.89393 -0.4965 -0.5854 -0.3328
C 3.79302 1.44793 -1.82245 0.3648 0.3558 0.3684
C 3.81030 2.13960 -0.67626 -0.4874 -0.1779 -0.3049
C 2.42302 2.03842 -0.09951 0.1436 0.5357 0.2326
N 1.78945 0.93681 -0.79323 0.4160 0.0764 -0.4734
C 2.51841 0.88629 2.33108 -0.2037 -0.2653 -0.0302
C 1.20553 0.50520 3.00240 0.1353 -0.3044 0.4766
C 0.71111 0.96634 4.22816 0.0746 -0.1335 0.0795
C -0.65103 0.72488 4.22885 -0.0433 0.0592 -0.2534
C -0.94404 0.07649 3.01712 -0.0578 0.1584 0.2974
N 0.21566 -0.08858 2.29592 0.0624 -0.1819 0.6769
C 3.44782 1.37635 3.44558 0.1097 0.0221 0.1016
C 4.55906 0.69292 3.92805 -0.0604 -0.0827 -0.1829
C 5.27771 1.14996 5.02108 0.1595 0.0264 0.1680
C 4.88830 2.30422 5.66562 0.3987 0.0509 0.3714
I 5.98809 2.96798 7.34458 -0.2526 -0.0852 -0.3269
C 3.79840 3.01687 5.20698 -0.0087 0.0961 0.0752
C 3.09719 2.55501 4.11104 0.2101 0.0963 -0.1108
C 0.92996 -2.12773 -3.71847 -0.3145 -0.2428 0.0328
C 0.32851 -3.16125 -3.07306 0.2112 0.2301 -0.1386
N -1.14689 -1.64098 0.64332 -0.3767 -0.5312 0.0986
H -6.71741 0.26052 2.27151 -0.0352 0.0338 -0.1134
H -4.45488 0.03984 1.31078 0.0212 -0.0033 -0.0564
H -2.85656 -0.47161 5.23787 0.1218 -0.0086 0.0586
H -5.09609 -0.22936 6.18672 0.0295 0.0230 0.0324
H -3.92528 -2.55436 2.20199 -0.1433 -0.0664 0.0507
H -2.89609 -4.47530 0.67339 0.0221 -0.1492 -0.0147
H -2.79993 -5.18822 -1.43228 -0.0630 0.0831 0.0260
H -2.69383 -7.58350 -1.90019 -0.0400 -0.0220 0.0057
H 1.56452 -7.48313 -1.49810 0.0184 -0.0506 0.0201
H 1.44712 -5.08645 -0.99703 0.0493 0.0311 0.0226
H 3.52249 -2.13685 -4.16843 -0.0509 -0.0622 -0.0068
H 4.47560 -2.11120 -6.43409 0.0743 -0.0535 -0.0285
H 3.48238 2.03097 -6.80543 0.0180 0.0404 0.0132
H 2.50082 1.99044 -4.54652 -0.1088 0.0636 0.0453
H 4.56984 1.36657 -2.55950 0.1758 0.0141 -0.1209
H 4.58086 2.77201 -0.27787 0.2116 0.1579 0.0270
H 1.26142 1.40153 5.03772 0.0712 0.1007 0.0548
H -1.33721 1.01640 4.99772 -0.1631 -0.0166 0.1470
H 4.91871 -0.22013 3.48018 -0.0742 -0.0496 -0.0951
H 6.13725 0.59636 5.36924 0.0334 -0.0450 -0.0086
H 3.48191 3.91853 5.70518 -0.0322 0.1302 0.0488
H 2.23954 3.12609 3.79373 -0.1387 0.0589 -0.1250
H 1.15506 -2.05754 -4.76470 0.0910 -0.0217 -0.1023
H -0.00227 -4.09332 -3.48761 -0.0856 -0.1564 -0.0764
N 2.13147 -1.20020 0.93641 0.1920 -0.6680 0.2938
C 3.12760 -0.29756 1.53470 0.4697 0.1700 0.5181
C 2.17084 2.11038 1.40883 -0.4067 0.2830 -0.3340
C 0.66319 2.48869 1.42396 0.8016 0.6858 0.1620
O 0.27736 3.52567 1.93124 -0.1369 0.0951 0.0530
O -0.08006 1.71033 0.70346 0.1129 0.7104 0.1528
H 1.75174 -1.80976 1.66944 0.2371 0.0952 -0.2874
H 2.58392 -1.78176 0.22913 -0.2173 0.1444 0.1501
H 3.76804 0.10802 0.74331 -0.1315 -0.2217 0.0941
H 3.76061 -0.88957 2.20699 -0.1482 0.1629 -0.2069
H 1.94322 2.98225 -0.46685 0.1660 -0.1683 0.1131
H 2.71805 2.99063 1.76137 -0.2127 -0.1607 -0.0442
C -4.24911 3.44055 -1.26371 -0.4325 0.3328 0.1688
N -3.86968 2.42774 -2.33798 -0.2281 0.1222 -0.1109
C -2.79274 3.06246 -3.20086 0.2183 0.1987 -0.5022
N -1.70065 3.49852 -2.42170 0.0107 0.3143 -0.2332
C -2.12102 4.44265 -1.39898 0.0146 0.1948 -0.0782
N -3.12572 3.86295 -0.52932 -0.1752 0.2523 0.0104
C -2.57653 2.85781 0.36215 0.3283 -0.5197 0.5074
P -1.79500 1.40404 -0.53698 -1.0410 0.7796 -1.2497
C -3.35407 1.19350 -1.69856 0.5533 -0.8452 0.5938
C -0.90938 2.41503 -1.86116 0.2694 -0.3655 0.2715
H -4.97759 2.96554 -0.60251 0.0162 -0.0364 -0.1529
H -4.70552 4.29608 -1.77346 0.0050 -0.1722 -0.0818
H -4.69002 2.21472 -2.91384 0.1385 0.1005 0.0810
H -3.24906 3.91023 -3.72541 -0.0792 -0.1469 0.1237
H -2.45917 2.31522 -3.92590 -0.1669 0.0082 0.0786
H -2.53000 5.33995 -1.87685 0.0112 -0.0900 0.0058
H -1.25686 4.72132 -0.79803 -0.0058 0.0324 -0.0071
H -3.36780 2.48700 1.01966 0.0035 -0.0065 0.0099
H -1.81590 3.32930 0.99119 -0.0703 -0.1645 -0.0427
H -4.15668 0.75808 -1.09671 -0.0365 0.0753 -0.0732
H -3.09857 0.46843 -2.47696 -0.0432 0.1230 -0.0312
H -0.59445 1.74346 -2.66923 0.0300 0.0375 0.1115
H -0.01220 2.85699 -1.42525 -0.0519 -0.1961 -0.0255
```
Forces are in eV/Å.

Properties
HOMO energy (alpha / beta) = -5.281 / -6.082 eV
Gap between HOMO and LUMO (alpha / beta) = 4.62 / 5.25 eV
Expectation value of S² = 2.182
2S+1 = 3
Calculated total energy = -5015.626043 a.u.

No. 2
Here is C53H44AsBrCdF6N3O4S3 as an isolated structure from the Open Molecules 2025 dataset. Energies are from ωB97M-V with the def2-TZVPD basis set.

```
116
Properties=species:S:1:pos:R:3:forces:R:3
Cd -0.30610 0.85645 -1.01031 -0.4233 0.0549 -0.2977
S -2.69592 -0.09464 -1.13808 -0.3438 0.1118 -0.0670
C -3.13954 -1.41581 -0.06902 0.3573 0.0440 0.0064
C -4.22472 -2.21749 -0.45793 -0.0697 -0.0733 0.0639
C -4.58376 -3.34035 0.26229 -0.0202 0.0752 -0.0728
C -3.87011 -3.69704 1.40117 -0.0242 -0.0782 0.1003
C -2.81444 -2.90319 1.80881 0.0386 -0.0025 0.0254
C -2.43921 -1.76375 1.09744 -0.0814 -0.1133 -0.2177
As -1.00335 -0.60862 1.76612 -0.4322 -0.4550 0.5838
C 0.37055 -1.96600 2.07152 0.0741 -0.0303 -0.0448
C 1.44849 -1.65682 2.90126 -0.1184 0.1198 -0.0780
C 2.52918 -2.51606 3.01390 0.0555 0.0164 0.0312
C 2.55594 -3.69827 2.28653 0.0076 -0.0691 -0.0076
C 1.49097 -4.01836 1.45807 0.0521 0.0157 -0.0042
C 0.40939 -3.15529 1.35205 -0.0456 0.0092 0.0147
C -1.82444 -0.55576 3.57119 0.1184 0.0983 -0.0071
C -1.35839 -1.19658 4.71268 0.1134 -0.0177 -0.1644
C -2.06129 -1.10909 5.90925 -0.0367 0.0474 0.0754
C -3.23924 -0.38072 5.97693 -0.0028 -0.0621 0.0069
C -3.71135 0.26819 4.84229 -0.0306 -0.0738 0.0019
C -3.00115 0.18943 3.65690 0.0145 0.0229 -0.1039
H -4.77388 -1.93414 -1.34773 0.0156 -0.0283 -0.0110
H -5.42071 -3.94660 -0.06537 -0.0124 0.0183 -0.0039
H -4.15002 -4.57394 1.97204 0.0384 -0.0107 -0.0021
H -2.25411 -3.17606 2.69687 -0.0461 0.0197 0.0384
H 1.44220 -0.71844 3.44720 0.0991 0.0031 -0.0024
H 3.36350 -2.25571 3.65422 -0.0202 0.0138 0.0128
H 3.40663 -4.36495 2.36197 -0.0030 0.0019 0.0128
H 1.50286 -4.93405 0.87866 0.0067 -0.0091 -0.0032
H -0.41343 -3.41504 0.69906 -0.0434 -0.0149 -0.0334
H -0.44574 -1.77912 4.66482 -0.0297 -0.0227 0.0472
H -1.68530 -1.61251 6.79219 0.0022 -0.0089 -0.0101
H -3.78584 -0.30995 6.90911 0.0134 0.0055 0.0021
H -4.62482 0.84626 4.89375 0.0241 -0.0247 -0.0509
H -3.36739 0.69667 2.76879 -0.0496 0.0114 0.0351
Br -3.78955 3.30727 6.47180 0.0547 0.1277 0.0901
C -1.99514 3.71272 5.98417 -0.0668 0.0343 0.0020
C -1.58749 5.03614 5.99148 -0.1042 -0.0550 -0.0403
C -0.28979 5.34593 5.63190 0.2650 -0.0491 -0.1553
C 0.60315 4.34757 5.22821 -0.8210 -0.4929 0.1568
C 0.16649 3.01599 5.24793 0.1537 0.1541 0.0285
C -1.12404 2.69549 5.62988 -0.0520 -0.0429 -0.0364
N 1.93959 4.69200 5.02359 0.7750 0.4428 0.1307
N 2.70065 4.22491 4.14249 0.0716 0.3476 0.1984
C 2.31782 3.49131 3.03921 -0.1717 -0.4578 -0.4639
C 3.29903 2.60191 2.58039 -0.2436 0.2072 0.3015
C 3.04097 1.61604 1.65942 -0.0817 -0.2046 -0.1999
C 1.76226 1.46474 1.07223 0.1984 -0.1357 0.2175
O 1.45950 0.47984 0.34559 0.2130 0.2322 -0.1478
C 0.78933 2.52255 1.37190 0.0540 0.1858 0.1965
N -0.37012 2.48951 0.67990 0.1836 0.2313 0.0839
C -1.28196 3.40871 0.89555 -0.0516 -0.1323 -0.0986
C -1.05913 4.49401 1.74642 0.1526 0.0701 0.1634
C 0.12417 4.56603 2.43451 -0.1741 0.0384 -0.1470
C 1.06742 3.52459 2.33138 0.1546 -0.0692 -0.1038
H -2.28132 5.81581 6.27516 0.0089 0.0012 0.0130
H 0.04730 6.37525 5.63738 0.0360 -0.0085 0.0470
H 0.85587 2.22809 4.96970 -0.0348 -0.0077 -0.0269
H -1.45078 1.66390 5.63325 -0.0002 0.0006 0.0153
H 4.27109 2.66169 3.05604 0.0007 0.0336 0.0137
H 3.80037 0.89715 1.37886 -0.0007 0.0026 0.0137
H -2.21423 3.30514 0.35499 0.0103 0.0041 -0.0583
H -1.80146 5.27510 1.83621 -0.0192 -0.0082 -0.0196
H 0.34398 5.43629 3.03382 -0.0062 -0.0205 0.0428
O 0.31890 -1.38039 -1.63458 0.2468 0.1557 0.1028
S -0.69857 -2.38612 -2.06842 0.1597 -0.6102 -0.6536
C -1.04133 -2.11522 -3.85659 0.1138 0.0173 0.1595
C 0.13624 -2.22831 -4.82247 0.1013 0.0851 0.1693
C 1.30862 -1.29284 -4.50256 -0.0642 -0.0475 -0.0073
C 0.93485 0.16860 -4.68079 0.1287 0.1187 0.3156
S 1.93297 1.40029 -3.74430 0.3146 -0.2543 -0.5516
O 1.62956 1.29008 -2.29183 0.1331 -0.1323 0.1293
C 3.50056 0.49834 -3.90100 -0.1541 0.1693 0.0728
C 4.19514 0.46924 -5.09998 -0.0427 0.0416 -0.0507
C 5.33697 -0.31171 -5.20195 0.0053 -0.0151 -0.0093
C 5.77761 -1.04359 -4.10681 0.0587 -0.0387 0.0368
C 5.09549 -0.97611 -2.89930 0.0192 0.0214 -0.0842
C 3.95260 -0.19647 -2.79183 -0.1064 0.0078 0.1208
C 0.28649 -3.89243 -2.30671 -0.2485 0.0307 0.2621
C -0.38312 -5.08508 -2.54497 -0.0565 0.0330 -0.0215
C 0.33756 -6.26290 -2.66916 -0.0225 -0.0111 -0.0518
C 1.72270 -6.24339 -2.56348 0.0306 0.0006 -0.0094
C 2.38326 -5.05036 -2.30386 -0.0543 -0.0758 -0.0385
C 1.66223 -3.87365 -2.15675 0.0633 0.2005 0.0428
H -1.49810 -1.12532 -3.87492 -0.1234 0.0481 0.0939
H -1.81438 -2.84965 -4.09662 -0.0513 0.0407 0.0318
H -0.23541 -2.01413 -5.83049 -0.0549 -0.0536 0.0154
H 0.50663 -3.25609 -4.82528 -0.0401 -0.0081 -0.0605
H 2.15726 -1.55024 -5.14036 -0.0132 0.0007 0.0035
H 1.61308 -1.45885 -3.47358 0.0749 0.0198 0.0342
H -0.05685 0.38909 -4.28795 -0.1422 0.1618 -0.0571
H 0.98132 0.48633 -5.72464 -0.0371 0.0849 0.0138
H 3.83903 1.03969 -5.95099 0.0094 -0.0071 -0.0056
H 5.88522 -0.35545 -6.13464 -0.0229 0.0196 -0.0103
H 6.65961 -1.66593 -4.19543 0.0136 0.0315 0.0058
H 5.45181 -1.53300 -2.04171 -0.0156 0.0013 0.0059
H 3.38411 -0.12521 -1.86928 0.0045 -0.0187 0.0057
H -1.46539 -5.08664 -2.62464 0.0115 -0.0467 0.0421
H -0.18070 -7.19783 -2.84127 -0.0012 0.0132 -0.0265
H 2.28534 -7.16157 -2.67721 -0.0039 0.0014 0.0299
H 3.46212 -5.03646 -2.21228 -0.0122 0.0175 0.0330
H 2.15654 -2.94163 -1.90990 -0.0321 0.0108 0.0075
C -3.17263 3.01889 -2.66897 0.1888 -0.0390 -0.0681
C -1.78551 2.88485 -3.32467 -0.0357 0.1434 -0.2895
O -1.01789 1.86093 -2.91160 0.0363 0.1075 -0.0032
C -1.03746 4.23460 -3.11932 0.1032 0.0027 -0.0082
F 0.19876 4.23824 -3.64466 -0.1137 0.0177 0.0662
F -0.89435 4.49486 -1.80409 -0.0119 -0.0154 -0.0742
F -1.68994 5.29944 -3.65097 0.0541 -0.0748 0.0542
C -2.01961 2.70416 -4.85604 0.0035 -0.1440 -0.0668
F -2.53594 1.47913 -5.09649 0.0381 0.1717 0.0115
F -0.87644 2.78403 -5.57377 -0.1516 -0.0632 0.0478
F -2.87815 3.59306 -5.40978 0.1209 -0.0983 0.0415
H -3.04085 3.31161 -1.63041 -0.0494 -0.0528 0.0392
H -3.65959 2.04692 -2.69371 -0.0221 -0.0005 -0.0091
H -3.77973 3.76590 -3.17906 -0.0518 0.0074 0.0693
```
Forces are in eV/Å.

Properties
HOMO energy = -4.673 eV
Gap between HOMO and LUMO = 6.73 eV
Calculated total energy = -9282.673397 a.u.
Total charge = -1

Q: Look up the calculated total energy of the first one.
A: -5015.626043 a.u.